3 unconnected molecules or ions with the total composition C19H24B2F6NO13S at a distorted geometry. Source: the Open Molecules 2025 dataset; level of theory: ωB97M-V/def2-TZVPD.

Geometry (Å):
C 4.6434 -0.3601 0.4535
C 3.2599 0.5139 0.5063
B 2.0172 -0.4936 0.2686
O 2.2421 -1.8990 0.5708
N 0.6342 -0.0669 -0.2662
C 0.5314 -0.1451 -1.7122
C 1.7362 -0.5969 -2.6895
C 2.8076 0.6032 -2.9451
O 2.3998 1.5422 -3.6746
F 4.1289 0.6004 -2.4385
C -0.7885 0.2519 -2.4222
C -2.0014 0.6852 -1.5510
C -3.3156 1.0827 -2.4098
B -3.4857 2.7141 -2.3519
O -4.7691 3.2892 -1.9421
O -2.4004 3.6178 -2.6978
C -1.8902 0.7284 0.0059
C -3.1201 1.1322 0.9356
O -4.4313 1.0340 0.3747
C -5.0638 -0.2524 0.6319
C -0.4737 0.3561 0.6107
S -0.0788 0.4138 2.4228
O 1.0555 1.3788 2.7612
O -1.2221 0.9485 3.2838
C 0.2303 -1.3114 3.1616
F -0.6226 -1.5380 4.2680
F 1.5956 -1.5064 3.4915
F -0.2048 -2.2373 2.1457
H 4.6344 -1.1805 1.2717
H 5.5469 0.3191 0.7025
H 4.7900 -0.9001 -0.5417
H 3.2854 1.4053 -0.2302
H 3.2702 1.0015 1.5594
H 1.6236 -2.4425 0.0187
H 1.2796 -0.7872 -3.7493
H 2.2302 -1.5837 -2.3938
H -0.8625 0.1974 -3.5721
H -4.2548 0.5204 -2.0578
H -3.1784 0.8147 -3.5259
H -4.6846 3.3793 -0.9548
H -2.5836 4.4964 -2.2862
H -3.1131 0.3776 1.8209
H -2.9231 2.1707 1.4090
H -5.9238 -0.3544 -0.1362
H -4.2674 -1.0793 0.5021
H -5.4835 -0.2543 1.7046
C 2.0738 -0.4834 -6.5460
C 2.3129 -1.0841 -7.8946
O 3.0128 -2.2761 -7.5985
C 2.5855 -2.6522 -6.3628
O 2.7492 -3.7405 -5.8961
O 1.9374 -1.6341 -5.7198
F 3.1113 -0.2911 -8.6434
H 2.9177 0.1176 -6.1954
H 1.1714 0.1300 -6.5173
H 1.4007 -1.3219 -8.4498
C -0.5888 -0.3180 7.1708
C -1.5320 -0.3735 8.3298
O -0.6970 -0.7366 9.4090
C 0.5339 -0.2387 9.0988
O 1.4260 -0.1139 9.8846
O 0.6199 0.1068 7.7811
F -2.4588 -1.3462 8.1560
H -0.4357 -1.2951 6.7044
H -0.9113 0.3897 6.4048
H -2.0283 0.5758 8.5518

Its HOMO energy is -0.4712 Eh. As for the energy: -2817.9809 a.u. Its total charge is +1. Its HOMO-LUMO gap is 7.0 eV. As for the spin multiplicity: 1. As for the strongest force on any atom: 9.111 eV/Å.

Here are the Mulliken charges for atoms 1 to 8, given in e: -1.067, -0.178, -0.268, -0.561, 0.211, 0.443, -0.420, 0.674

---

A molecular structure, C19H24BN6O2S3SbSe4Zr. Source: the Open Molecules 2025 dataset; level of theory: ωB97M-V/def2-TZVPD.

Geometry (Å):
Zr -0.3819 -0.0153 0.4902
B 2.2634 2.1845 -0.8451
N 2.3952 0.7301 -0.2819
C 3.4318 -0.0437 -0.6402
C 3.7142 -0.9212 0.3849
C 2.7561 -0.6257 1.3529
N 1.9655 0.3713 0.9659
N 0.7778 2.5550 -1.1279
C 0.3774 3.5931 -1.8625
C -0.9336 3.9016 -1.5332
C -1.2625 2.9713 -0.5515
N -0.2287 2.1623 -0.3199
H 2.7005 2.9457 -0.0115
H 2.8726 2.2406 -1.8892
H 3.9118 0.1083 -1.5923
H 4.4711 -1.6858 0.4147
H 2.5831 -1.1315 2.2878
H 1.0655 4.0640 -2.5463
H -1.5571 4.6763 -1.9452
H -2.1745 2.8346 0.0070
O 0.4745 -1.7584 -0.1431
C 0.7821 -2.4187 -1.2379
C 1.8806 -3.2858 -1.2967
C 2.1702 -3.9745 -2.4601
C 1.3833 -3.8182 -3.5979
C 0.2996 -2.9558 -3.5504
C -0.0025 -2.2564 -2.3867
C -1.1100 -1.3041 -2.3408
N -1.0608 -0.0649 -1.8492
C -2.3040 0.4795 -2.1350
C -3.0825 -0.4339 -2.7562
N -2.3044 -1.5563 -2.8937
H 2.4721 -3.4168 -0.4007
H 3.0199 -4.6482 -2.4806
H 1.6136 -4.3590 -4.5072
H -0.3224 -2.8070 -4.4256
H -2.5737 1.4722 -1.8343
H -4.1274 -0.4236 -3.0098
H -2.6829 -2.5044 -2.9864
C 0.7661 -0.5954 4.3206
S 0.0728 -1.6175 3.0070
C -1.5051 -1.9794 3.8006
H 1.0142 -1.2207 5.1796
H 0.0449 0.1742 4.5872
H 1.6520 -0.0837 3.9532
H -2.1019 -1.0708 3.8480
H -1.3024 -2.3702 4.7990
H -2.0376 -2.7173 3.2061
C 0.4813 5.1327 1.8694
O -0.3966 4.0269 2.0376
C 0.0642 2.9145 2.6399
S 1.5535 2.8809 3.3621
S -1.1172 1.6482 2.5831
H -0.0861 5.8586 1.2892
H 1.3782 4.8271 1.3292
H 0.7784 5.5488 2.8328
Se -3.8208 -4.1115 -1.5881
Sb -4.7221 -2.6051 0.0896
Se -2.6178 -0.9720 0.8755
Se -5.1101 -3.6038 2.2390
Se -6.2608 -0.9456 -0.7250

Its HOMO energy is -0.0723 Eh. As for the energy: -12330.2223 a.u. Its total charge is -2. Its HOMO-LUMO gap is 6.1 eV. As for the spin multiplicity: 1. As for the strongest force on any atom: 0.715 eV/Å. For the energy above the lowest of the compared OMol25 structures with the same formula, charge and spin, the calculation gives 27.65 kcal per mole.

Here are the Mulliken charges for atoms 1 to 8, given in e: -0.495, 0.223, 0.589, -0.380, -1.356, -0.024, -0.166, 0.023

---

A molecular structure, C19H24CdCl2O2Te4 at a distorted geometry. Source: the Open Molecules 2025 dataset; level of theory: ωB97M-V/def2-TZVPD.

Geometry (Å):
Cd -0.5815 -0.9812 -0.9200
C -2.0401 0.2945 1.3399
C -1.4329 1.4483 0.8051
C -1.8284 1.5680 -0.5362
C -2.6950 0.4661 -0.8530
C -2.8205 -0.3144 0.3418
C -3.6705 -1.5189 0.5929
C -3.4747 0.3060 -2.1283
C -1.5550 2.7468 -1.4091
C -0.5432 2.4129 1.5291
C -1.9660 -0.2052 2.7498
H -4.4690 -1.2940 1.3108
H -3.0979 -2.3512 1.0113
H -4.1354 -1.9031 -0.3148
H -4.2046 1.1154 -2.2586
H -4.0244 -0.6364 -2.1365
H -2.8360 0.3143 -3.0161
H -2.2591 3.5708 -1.2247
H -1.6410 2.4981 -2.4675
H -0.5558 3.1533 -1.2246
H 0.4353 2.5188 1.0449
H -0.3571 2.0839 2.5535
H -0.9793 3.4182 1.5868
H -2.8551 0.0824 3.3279
H -1.0949 0.1871 3.2711
H -1.8927 -1.2930 2.7860
C 1.7405 -0.5046 3.6065
C 1.6069 -0.8376 2.1168
O 0.5012 -1.1427 1.6811
C 2.8176 -0.7785 1.2775
C 4.0846 -0.7582 1.8857
C 5.2559 -0.7415 1.1678
C 5.1603 -0.7674 -0.2399
C 3.9473 -0.7827 -0.8645
C 2.7004 -0.7468 -0.1360
O 1.6168 -0.6788 -0.7994
H 0.7372 -0.3945 4.0120
H 2.3095 0.4112 3.7663
H 2.2459 -1.3139 4.1375
H 4.1418 -0.7917 2.9668
H 6.2166 -0.7337 1.6657
H 6.0661 -0.7881 -0.8382
H 3.8626 -0.8424 -1.9427
Te -0.6628 -3.6777 -0.6274
Te -2.9639 -4.8267 -1.4296
Te 1.1659 -5.1085 -4.5016
Te 0.4755 -2.9391 -3.0729
Cl 0.0667 2.8773 -5.3351
C 0.8108 2.2901 -3.8338
Cl 0.2268 0.6831 -3.3824
H 0.5633 2.9899 -3.0473
H 1.8811 2.2157 -3.9944

Its HOMO energy is -0.0293 Eh. As for the energy: -3049.1467 a.u. Its total charge is -2. Its HOMO-LUMO gap is 4.8 eV. As for the spin multiplicity: 1. As for the strongest force on any atom: 1.516 eV/Å. For the energy above the lowest of the compared OMol25 structures with the same formula, charge and spin, the calculation gives 24.86 kcal per mole.

Here are the Mulliken charges for atoms 1 to 8, given in e: 2.348, 1.332, 0.722, 1.608, -0.486, -0.128, -1.472, -1.666

---

A single C19H24F3N3 molecule at a distorted geometry. Source: the Open Molecules 2025 dataset; level of theory: ωB97M-V/def2-TZVPD.

Geometry (Å):
F 0.6729 6.4145 -0.5415
F -0.4810 3.6132 -4.2490
F -1.1835 -3.2415 -0.4549
N 2.8970 0.6177 0.9830
C 2.6730 1.2704 -0.1259
C 1.7099 0.5582 1.6934
C 0.7198 1.2181 1.0090
C 0.0439 5.0383 -2.4179
C 1.0157 4.0832 -0.4019
C 0.4420 2.6432 -2.2612
C 0.5901 5.1858 -1.1298
C 0.0143 3.7574 -2.9922
C 0.9181 2.7815 -0.9386
N 1.3329 1.7174 -0.1363
N 0.7284 -1.3011 3.0470
C 3.6676 1.5740 -1.2067
C 1.6237 -0.1225 3.0186
C -1.8181 1.2227 0.4104
C -0.9771 2.5544 2.3605
C -0.7559 1.3005 1.5231
C -0.0318 -3.5094 2.4469
C -0.0952 -4.4015 1.2345
C 0.6048 -2.1264 0.6222
C 0.9606 -2.4041 2.0867
C 0.0544 -3.4507 0.0427
H -0.3436 5.9135 -2.9786
H 1.4299 4.2131 0.5894
H 0.4489 1.6390 -2.6959
H 0.5850 -1.6866 3.9844
H 3.3934 1.1438 -2.1730
H 3.8244 2.6593 -1.3205
H 4.6379 1.1466 -0.9028
H 2.6267 -0.4450 3.2580
H 1.3409 0.6244 3.7925
H -1.6953 0.3077 -0.1704
H -1.6959 2.1126 -0.2077
H -2.8219 1.1799 0.7958
H -0.7422 3.4663 1.7836
H -2.0242 2.5799 2.6452
H -0.3614 2.5649 3.2859
H -0.9176 0.4291 2.1758
H -0.9968 -3.0734 2.6818
H 0.2577 -3.9960 3.3828
H -1.0413 -4.8699 1.1511
H 0.6344 -5.2000 1.2689
H -0.1088 -1.3210 0.5183
H 1.4704 -1.8556 0.0396
H 1.9895 -2.7561 2.1415
H 0.7130 -3.8403 -0.7383

Its HOMO energy is -0.3034 Eh. As for the energy: -1202.2613 a.u. Its HOMO-LUMO gap is 8.9 eV. As for the spin multiplicity: 1. As for the strongest force on any atom: 2.854 eV/Å. As for the SMILES: Cc1nc(CN[C@H]2CC[C@@H](F)C2)c(C(C)C)n1-c1cc(F)cc(F)c1. For the energy above the lowest of the compared OMol25 structures with the same formula, charge and spin, the calculation gives 0.00 kcal per mole.

Here are the Mulliken charges for atoms 1 to 8, given in e: -0.308, -0.306, -0.372, -0.810, 0.729, 1.285, -0.146, -0.570